Entry 1:
{"formula": "C9H16N2O4S", "method": "ωB97M-V/def2-TZVPD", "species": ["O", "O", "O", "O", "C", "C", "N", "N", "C", "C", "C", "C", "C", "C", "C", "S", "H", "H", "H", "H", "H", "H", "H", "H", "H", "H", "H", "H", "H", "H", "H", "H"], "xyz": [[1.725, -1.287, 1.632], [0.441, 2.217, -0.817], [1.811, -1.748, -3.186], [-0.419, -1.676, -2.194], [1.381, -0.957, 0.496], [0.744, 1.049, -0.844], [1.722, -1.701, -0.607], [1.128, 0.442, -2.046], [2.331, -3.068, -0.399], [0.876, 1.177, -3.296], [-1.106, 1.295, 2.968], [-3.103, 1.009, 1.519], [0.564, 0.322, 0.465], [-0.921, 0.036, 0.776], [-1.594, 1.221, 1.517], [1.002, -1.252, -2.058], [2.152, -3.713, -1.297], [1.831, -3.590, 0.418], [3.402, -3.007, -0.192], [1.318, 0.648, -4.135], [1.336, 2.194, -3.266], [-0.209, 1.228, -3.466], [-1.120, 0.351, 3.501], [-1.767, 1.954, 3.525], [-0.128, 1.780, 3.031], [-3.385, 0.117, 2.062], [-3.485, 0.903, 0.503], [-3.574, 1.870, 1.976], [0.949, 0.982, 1.238], [-0.995, -0.876, 1.346], [-1.466, -0.140, -0.178], [-1.441, 2.218, 1.010]], "forces_ev_per_a": [[0.1, -0.5, -1.5], [0.3, 0.6, -0.7], [-0.7, 1.1, 2.5], [2.9, 1.3, 1.5], [0.3, 0.2, 3.7], [-1.3, 1.3, 0.4], [-0.4, 0.0, -0.5], [0.2, -1.1, 1.5], [-0.6, -0.4, -1.1], [-0.1, 0.3, -0.4], [0.0, 1.0, -0.2], [0.1, 0.0, -0.5], [0.8, -1.3, -1.7], [-0.5, 1.2, -1.3], [-0.2, -0.1, 0.0], [-1.4, -2.3, -4.5], [0.3, 1.0, 0.5], [0.0, 0.5, 0.1], [-0.3, 0.3, -0.1], [0.1, -0.2, 0.2], [-0.5, -0.9, 0.4], [0.3, 0.3, 0.1], [0.2, -0.3, -0.2], [-0.1, 0.2, 0.1], [0.1, -0.4, 0.1], [-0.1, -0.3, 0.3], [0.0, 0.1, 0.0], [-0.3, 0.1, 0.1], [0.3, -0.2, -0.1], [0.0, -0.2, 0.4], [0.3, 0.0, 0.5], [0.3, -1.2, 0.3]], "smiles": "CC(C)CC1C(=O)N(C)S(=O)(=O)N(C)C1=O", "total_charge": 0, "e_homo_ev": -10.11, "gap_ev": 10.7}


Entry 2:
{"formula": "C27H25N3O5S2", "method": "ωB97M-V/def2-TZVPD", "species": ["C", "H", "O", "C", "C", "C", "C", "C", "C", "H", "O", "C", "H", "H", "H", "C", "C", "S", "C", "N", "N", "C", "O", "C", "C", "C", "C", "C", "C", "H", "H", "S", "O", "O", "N", "C", "C", "C", "C", "C", "C", "C", "C", "C", "H", "H", "H", "H", "H", "H", "H", "H", "H", "H", "H", "H", "H", "H", "H", "H", "H", "H"], "xyz": [[-3.321, -2.059, -2.336], [-2.745, -2.508, -3.151], [-2.801, -2.434, -1.081], [-1.500, -2.158, -0.817], [-0.664, -1.387, -1.616], [0.666, -1.252, -1.267], [1.204, -1.871, -0.144], [0.339, -2.599, 0.699], [-0.995, -2.727, 0.354], [-1.684, -3.296, 0.955], [0.880, -3.139, 1.824], [0.034, -3.811, 2.729], [-0.756, -3.154, 3.104], [0.674, -4.113, 3.557], [-0.415, -4.700, 2.275], [2.640, -1.776, 0.078], [3.426, -2.618, 0.811], [5.089, -2.188, 0.688], [4.596, -0.869, -0.372], [3.335, -0.801, -0.582], [5.524, 0.006, -0.876], [5.270, 1.311, -1.243], [6.057, 1.931, -1.915], [4.009, 1.869, -0.678], [3.084, 2.498, -1.502], [1.922, 3.023, -0.959], [1.709, 2.927, 0.401], [2.636, 2.334, 1.236], [3.794, 1.808, 0.697], [4.534, 1.356, 1.341], [2.441, 2.311, 2.296], [0.176, 3.527, 1.115], [-0.275, 4.667, 0.373], [0.354, 3.637, 2.532], [-0.921, 2.315, 0.853], [-1.476, 2.177, -0.465], [-2.772, 1.415, -0.403], [-3.712, 1.560, -1.416], [-4.909, 0.870, -1.376], [-5.171, 0.015, -0.318], [-4.239, -0.135, 0.690], [-3.037, 0.562, 0.665], [-2.081, 0.435, 1.821], [-0.717, 1.055, 1.520], [-0.119, 0.376, 0.893], [-0.175, 1.261, 2.443], [-2.523, 0.953, 2.678], [-1.958, -0.616, 2.089], [-4.444, -0.799, 1.518], [-6.103, -0.530, -0.279], [-5.635, 1.000, -2.165], [-3.500, 2.230, -2.238], [-0.774, 1.645, -1.134], [-1.636, 3.185, -0.853], [1.191, 3.527, -1.571], [3.278, 2.565, -2.562], [6.445, -0.353, -1.096], [3.135, -3.469, 1.388], [1.331, -0.671, -1.887], [-1.032, -0.907, -2.509], [-3.344, -0.973, -2.454], [-4.339, -2.442, -2.357]], "forces_ev_per_a": [[-0.1, 0.1, -0.3], [0.0, 0.0, 0.0], [0.3, -0.1, 0.4], [0.1, 0.0, 0.0], [-0.4, 0.0, -0.1], [0.1, -0.2, 0.3], [-0.3, 0.0, 0.0], [0.0, 0.2, -0.3], [-0.2, -0.1, 0.1], [-0.1, -0.1, 0.1], [0.1, 0.2, -0.3], [-0.1, -0.1, 0.1], [0.0, 0.0, 0.0], [-0.1, 0.0, 0.0], [0.0, 0.1, 0.0], [0.6, -0.6, 0.7], [0.1, 0.2, -0.1], [-0.4, 0.6, -0.4], [0.0, -1.2, 0.6], [0.0, 0.3, -0.6], [0.7, 0.0, -0.2], [0.0, -0.1, 0.0], [0.0, 0.1, -0.1], [-0.2, 0.6, 0.2], [0.2, -0.1, 0.1], [0.0, 0.0, -0.2], [-0.6, 0.2, 0.3], [0.1, 0.0, 0.2], [0.0, 0.2, -0.2], [0.0, -0.1, 0.1], [0.1, 0.0, 0.1], [-0.2, -0.1, 0.0], [0.1, -0.2, -0.3], [0.2, -0.3, 0.0], [0.4, 0.9, 0.3], [-0.1, 0.2, -0.6], [0.0, -0.1, 0.1], [0.0, 0.0, 0.0], [0.0, 0.1, -0.1], [-0.1, 0.0, 0.0], [0.0, 0.1, -0.1], [-0.1, 0.0, 0.0], [0.2, 0.2, 0.0], [0.1, -0.5, 0.5], [0.0, 0.1, 0.0], [0.0, -0.2, 0.0], [0.0, 0.0, 0.0], [0.0, 0.0, 0.0], [0.0, -0.1, 0.1], [-0.1, -0.1, 0.0], [-0.1, 0.0, -0.1], [0.0, 0.1, -0.1], [-0.1, 0.1, 0.0], [-0.1, -0.2, -0.1], [0.0, 0.1, -0.1], [0.0, 0.0, -0.1], [-0.1, 0.2, 0.0], [-0.1, -0.2, 0.1], [0.0, 0.0, -0.1], [-0.1, 0.0, -0.1], [0.0, -0.1, 0.0], [0.0, 0.1, 0.0]], "smiles": "COc1ccc(-c2csc(NC(=O)c3ccc(S(=O)(=O)N4CCc5ccccc5C4)cc3)n2)c(OC)c1", "total_charge": 0, "e_homo_ev": -7.97, "gap_ev": 8.2}


Across the entries above, relative energy (zero: lowest compared OMol25 entry of this formula, charge and spin) takes the values 0.0; 0.0 kcal per mole, respectively.